Here is the molecule C4H5N2O3P at a distorted geometry from the OMol25 dataset. Energies are from the ωB97M-V functional and the def2-TZVPD basis.

Properties
HOMO energy (spin up / spin down) = -0.3706 / -0.2916 hartree
LUMO (spin up / spin down) = -1.2 / -1.4 eV
Total charge = 0
ΔE to the lowest compared entry with this formula, charge and spin = 781.06 kJ/mol
HOMO-LUMO gap (spin up / spin down) = 8.859 / 6.490 eV
DFT total energy = -22632.411 eV

Geometry (Å):
C: -1.64788 -0.56540 -0.78625
C: -1.63970 0.48504 0.15995
C: 2.25335 -0.11388 0.46745
C: 1.12666 0.74247 -0.21875
N: -2.95491 0.86543 0.25255
N: -3.67226 0.15602 -0.45144
O: -2.90148 -0.83222 -1.12595
O: 1.77963 -1.40670 0.53821
O: 0.82368 -1.69701 1.45375
P: -0.25047 1.28692 0.86990
H: -0.82738 -1.27850 -1.04456
H: 3.14725 0.06281 0.04904
H: 2.50304 0.28539 1.44729
H: 1.60834 1.72886 -0.47392
H: 0.65213 0.28075 -1.13725

Atoms 1-2, force components in eV/Å:
C 0.8 -0.1 1.6
C 0.7 -1.9 -2.5